(1)
ORCA calculation (ωB97M-V/def2-TZVPD) on an isolated molecule of C6H12 at a distorted geometry.

```
18
Properties=species:S:1:pos:R:3
C -2.35 -0.04 -0.25
C -1.02 0.00 0.59
C 0.08 -1.03 0.09
C 0.94 0.02 -0.55
C 2.36 0.02 0.02
C -0.07 1.09 0.14
H -2.92 0.87 -0.12
H -2.21 -0.09 -1.36
H -3.04 -0.95 -0.06
H -1.20 -0.23 1.69
H 0.60 -1.42 0.92
H -0.12 -1.87 -0.51
H 0.85 -0.01 -1.63
H 2.91 -0.94 -0.10
H 2.29 0.03 1.14
H 2.92 0.89 -0.30
H -0.48 1.86 -0.60
H 0.44 1.80 0.88
```

Computed properties:
**Kohn-Sham gap**: 11.13 eV
**E**: -6415.1648 eV
**Relative energy (zero: lowest compared OMol25 entry of this formula, charge and spin)**: 171.35 kJ/mol
**SMILES string**: C[C@H]1C[C@H](C)C1
**E_HOMO**: -9.91 eV

(2)
ORCA calculation (ωB97M-V/def2-TZVPD) on a structure of composition C26H23BrClN5O6Tm.

```
63
Properties=species:S:1:pos:R:3
Tm -0.24 0.38 0.40
O 4.98 -2.18 -1.58
C 4.10 -2.30 -2.56
O 4.38 -2.80 -3.63
C 2.71 -1.84 -2.29
C 1.72 -1.91 -3.24
N 0.61 -1.41 -2.68
N 0.80 -1.02 -1.43
C 2.07 -1.26 -1.17
C 2.56 -0.96 0.22
O 3.76 -1.12 0.47
O 1.66 -0.56 1.03
H 4.55 -1.81 -0.75
H 1.76 -2.28 -4.26
H -0.30 -1.29 -3.09
Br 0.59 -4.16 -0.38
C 0.23 -3.33 1.30
C 0.81 -3.90 2.42
C 0.47 -3.36 3.65
C -0.45 -2.34 3.71
C -0.93 -1.82 2.53
N -0.56 -2.27 1.32
C -2.03 -0.76 2.53
O -2.79 -0.75 3.49
O -2.06 -0.03 1.47
H 1.49 -4.73 2.31
H 0.91 -3.77 4.55
H -0.80 -1.92 4.64
C 1.01 2.98 -4.78
C 1.29 1.66 -4.06
C 2.47 1.73 -3.12
C 3.76 1.63 -3.66
C 4.88 1.71 -2.86
C 4.73 1.92 -1.50
C 3.46 2.02 -0.92
C 3.35 2.27 0.56
C 3.23 3.76 0.88
C 2.33 1.92 -1.74
N 1.02 1.87 -1.19
C 0.19 2.82 -1.44
C -1.22 2.61 -1.32
C -2.26 3.50 -1.56
C -3.44 2.75 -1.49
C -3.05 1.44 -1.22
N -1.72 1.33 -1.13
H 0.17 2.88 -5.47
H 1.88 3.30 -5.35
H 0.77 3.77 -4.06
H 1.50 0.89 -4.82
H 0.40 1.34 -3.52
H 3.86 1.46 -4.73
H 5.87 1.60 -3.29
H 5.60 1.97 -0.85
H 4.22 1.84 1.06
H 2.48 1.77 0.97
H 4.06 4.33 0.44
H 3.21 3.93 1.96
H 2.29 4.16 0.47
H 0.53 3.79 -1.80
H -2.16 4.57 -1.75
H -4.46 3.11 -1.61
H -3.69 0.58 -1.04
Cl 0.16 2.19 2.02
```

Computed properties:
**Kohn-Sham gap (alpha / beta)**: 7.58 / 7.58 eV
**E**: -159176.1341 eV
**Charge**: -1
**Relative energy (zero: lowest compared OMol25 entry of this formula, charge and spin)**: 0.00 kJ/mol
**E_HOMO (alpha / beta)**: -5.32 / -5.32 eV
**2S+1**: 3

(3)
ORCA calculation (ωB97M-V/def2-TZVPD) on an isolated molecule of C4H5NO3 at a distorted geometry.

```
13
Properties=species:S:1:pos:R:3
O -2.41 1.11 -1.26
C -1.16 1.23 -0.98
C -0.44 -0.04 -0.61
C -0.48 -0.24 0.99
O 0.43 -1.26 1.24
N 1.59 -0.93 1.15
C 1.78 -0.17 0.16
O 0.84 0.13 -0.80
H -0.49 2.29 -0.99
H -0.95 -0.97 -0.95
H -0.03 0.68 1.38
H -1.53 -0.43 1.64
H 2.69 0.35 0.02
```

Computed properties:
**Kohn-Sham gap**: 9.42 eV
**E**: -11856.0845 eV
**Relative energy (zero: lowest compared OMol25 entry of this formula, charge and spin)**: 570.86 kJ/mol
**SMILES string**: O=C[C@@H]1CON=CO1
**E_HOMO**: -9.30 eV

(4)
ORCA calculation (ωB97M-V/def2-TZVPD) on a structure of composition C6H13NO at a distorted geometry.

```
21
Properties=species:S:1:pos:R:3
C -0.13 0.75 -0.29
C -0.18 1.91 0.69
C -1.18 0.96 -1.41
C -1.18 -0.79 0.41
N -1.06 -1.75 -0.41
O -1.76 -0.42 1.40
H 0.81 0.76 -0.85
H -1.58 -2.59 -0.17
H 0.79 -1.95 -0.52
H -0.95 1.90 -1.91
H 0.62 1.90 1.43
H -0.11 2.86 0.16
H -1.13 1.89 1.23
H -1.15 0.16 -2.14
H -2.19 1.04 -1.00
C 1.37 -0.54 0.83
C 1.75 -1.68 0.03
H 1.92 -2.58 0.64
H 2.56 -1.50 -0.66
H 1.98 0.36 0.82
H 0.80 -0.69 1.73
```

Computed properties:
**Kohn-Sham gap (alpha / beta)**: 8.27 / 8.27 eV
**E**: -9966.1357 eV
**Relative energy (zero: lowest compared OMol25 entry of this formula, charge and spin)**: 486.16 kJ/mol
**E_HOMO (alpha / beta)**: -8.89 / -8.89 eV

(5)
ORCA calculation (ωB97M-V/def2-TZVPD) on a structure of composition C21H51AlN5O7S2.

```
87
Properties=species:S:1:pos:R:3
C -3.17 -2.46 1.29
C -2.27 -2.33 0.05
Al -0.29 -2.29 0.33
C 0.70 -3.12 -1.20
C 1.31 -2.23 -2.31
C 1.67 -0.80 -1.91
S 0.28 0.37 -2.03
S 0.36 -3.58 2.24
C -0.63 -3.26 3.70
O 1.70 -3.11 2.63
O 0.23 -5.03 2.03
H -2.92 -1.69 2.03
H -4.23 -2.37 1.05
H -3.03 -3.43 1.76
H -2.51 -3.16 -0.63
H -2.53 -1.42 -0.49
H 0.17 -0.80 0.74
H -0.06 -3.76 -1.67
H 1.46 -3.82 -0.84
H 0.64 -2.19 -3.16
H 2.24 -2.69 -2.68
H 2.01 -0.76 -0.88
H 2.45 -0.41 -2.55
H 0.66 1.04 -3.12
H -0.16 -3.83 4.49
H -0.59 -2.19 3.93
H -1.66 -3.59 3.55
C 3.65 2.82 -2.27
O 3.35 1.88 -2.97
N 4.24 2.70 -1.06
C 4.53 3.86 -0.24
C 4.57 1.37 -0.58
H 3.44 3.87 -2.55
H 5.60 3.95 -0.04
H 4.00 3.78 0.71
H 4.20 4.75 -0.76
H 5.26 0.87 -1.26
H 3.67 0.76 -0.51
H 5.02 1.46 0.40
C 3.59 -0.60 7.11
O 2.76 0.29 7.21
N 3.54 -1.61 6.22
C 4.57 -2.63 6.17
C 2.45 -1.70 5.26
H 4.47 -0.66 7.77
H 5.06 -2.64 5.20
H 4.14 -3.62 6.34
H 5.31 -2.43 6.94
H 2.41 -0.81 4.62
H 1.49 -1.78 5.78
H 2.58 -2.56 4.62
C -7.11 -3.85 0.74
O -6.26 -3.19 0.18
N -7.43 -5.12 0.40
C -8.45 -5.87 1.09
C -6.70 -5.73 -0.70
H -7.70 -3.46 1.59
H -8.03 -6.77 1.55
H -9.25 -6.17 0.41
H -8.88 -5.25 1.88
H -5.63 -5.75 -0.48
H -6.84 -5.16 -1.62
H -7.07 -6.74 -0.84
C -1.05 2.54 -5.90
O 0.05 2.26 -5.46
N -2.08 1.68 -5.99
C -3.36 2.07 -6.53
C -1.91 0.31 -5.51
H -1.30 3.55 -6.27
H -4.15 1.96 -5.79
H -3.62 1.47 -7.41
H -3.31 3.12 -6.83
H -1.64 0.30 -4.45
H -1.10 -0.19 -6.05
H -2.84 -0.23 -5.66
C 3.09 6.99 -1.02
O 4.23 7.05 -1.42
N 2.54 7.88 -0.16
C 1.17 7.76 0.29
C 3.36 8.97 0.31
H 2.39 6.19 -1.32
H 0.59 8.64 0.01
H 1.13 7.65 1.38
H 0.72 6.88 -0.16
H 3.71 9.59 -0.52
H 4.24 8.60 0.84
H 2.77 9.59 0.99
```

Computed properties:
**Kohn-Sham gap**: 7.06 eV
**E**: -72656.2564 eV
**Charge**: -1
**E_HOMO**: -4.98 eV

(6)
ORCA calculation (ωB97M-V/def2-TZVPD) on a cluster of 2 separate species, C2H4O3 in total at a distorted geometry.

```
9
Properties=species:S:1:pos:R:3
C 0.96 0.05 -0.02
C -1.93 0.46 -0.06
O 1.79 0.46 0.96
O 2.04 0.79 -0.40
O 0.91 -1.19 -0.38
H -1.49 0.81 -0.98
H -1.69 0.84 0.87
H -2.16 -0.55 -0.12
H 1.58 -1.67 0.13
```

Computed properties:
**Kohn-Sham gap (alpha / beta)**: 8.45 / 9.95 eV
**E**: -8273.2436 eV
**Relative energy (zero: lowest compared OMol25 entry of this formula, charge and spin)**: 802.33 kJ/mol
**E_HOMO (alpha / beta)**: -9.27 / -9.98 eV

(7)
ORCA calculation (ωB97M-V/def2-TZVPD) on a structure of composition C21H39As3BrN3OPt at a distorted geometry.

```
69
Properties=species:S:1:pos:R:3
Pt 0.73 1.26 -0.34
O 6.57 3.88 -0.63
C 5.48 3.15 -0.70
C 5.44 1.75 -0.61
C 4.22 1.11 -0.61
N 3.06 1.75 -0.74
C 3.10 3.07 -0.89
Br 1.41 3.89 -1.16
C 4.25 3.82 -0.86
H 7.39 3.36 -0.54
H 6.35 1.17 -0.52
H 4.16 0.04 -0.51
H 4.23 4.89 -0.96
C -3.35 1.34 -0.07
As -1.66 1.39 -1.08
C -1.96 3.01 -2.12
C -1.91 0.05 -2.51
C -1.86 -1.46 -2.23
C -2.44 -2.14 -3.49
C -0.43 -1.98 -2.06
As 0.84 -1.21 -0.74
C 0.40 -2.01 0.99
C 2.40 -2.30 -1.22
C -2.73 -1.82 -1.03
As -3.39 -3.74 -0.92
C -2.09 -4.62 0.28
C -4.79 -3.44 0.42
H -3.35 0.55 0.68
H -4.17 1.18 -0.78
H -3.50 2.30 0.42
H -2.97 2.99 -2.54
H -1.23 3.10 -2.92
H -1.87 3.89 -1.48
H -1.16 0.29 -3.27
H -2.89 0.29 -2.94
H -1.97 -1.76 -4.39
H -3.51 -1.98 -3.55
H -2.27 -3.22 -3.45
H 0.09 -1.88 -3.02
H -0.48 -3.05 -1.82
H 0.18 -3.07 0.88
H -0.44 -1.50 1.46
H 1.26 -1.91 1.65
H 2.10 -3.34 -1.30
H 3.17 -2.22 -0.45
H 2.82 -1.98 -2.17
H -3.67 -1.26 -1.09
H -2.22 -1.56 -0.09
H -1.13 -4.80 -0.21
H -2.51 -5.59 0.54
H -1.96 -4.04 1.19
H -5.64 -2.92 -0.01
H -4.39 -2.86 1.25
H -5.14 -4.40 0.79
C 2.12 0.11 4.97
C 1.49 0.95 3.92
C 0.51 1.91 4.00
C 0.28 2.35 2.69
N 1.10 1.70 1.86
N 1.81 0.84 2.61
C -0.66 3.40 2.23
H 1.82 0.47 5.95
H 3.21 0.14 4.90
H 1.80 -0.92 4.87
H 0.02 2.26 4.88
H 2.57 0.31 2.21
H -1.20 3.80 3.08
H -1.36 3.00 1.50
H -0.11 4.22 1.76
```

Computed properties:
**Kohn-Sham gap (alpha / beta)**: 5.57 / 5.57 eV
**E**: -284718.3876 eV
**Charge**: +2
**Relative energy (zero: lowest compared OMol25 entry of this formula, charge and spin)**: 287.02 kJ/mol
**E_HOMO (alpha / beta)**: -12.93 / -12.93 eV

(8)
ORCA calculation (ωB97M-V/def2-TZVPD) on a structure of composition C27H21N7S4V at a distorted geometry.

```
60
Properties=species:S:1:pos:R:3
V -1.21 0.43 -0.11
N -4.82 2.76 -1.06
C -3.61 2.13 -0.79
S -3.68 0.67 0.10
N -2.54 2.68 -1.28
N -1.39 2.02 -1.11
C -0.27 2.52 -1.67
C -0.19 3.85 -2.27
C -0.79 4.93 -1.61
C -0.68 6.21 -2.10
C 0.03 6.46 -3.27
C 0.61 5.39 -3.95
C 0.49 4.11 -3.46
C 0.86 1.68 -1.48
C 2.19 1.97 -1.83
C 3.20 1.11 -1.48
C 2.89 -0.05 -0.75
C 1.56 -0.28 -0.44
N 0.57 0.54 -0.78
H -5.54 2.57 -0.38
H -4.72 3.74 -1.30
H -1.33 4.74 -0.70
H -1.13 7.04 -1.56
H 0.14 7.47 -3.65
H 1.14 5.58 -4.88
H 0.92 3.29 -4.02
H 2.42 2.89 -2.36
H 4.23 1.33 -1.74
H 3.66 -0.73 -0.42
H 1.27 -1.16 0.13
N -0.86 0.97 1.41
C -0.30 1.62 2.40
C 0.52 2.76 2.14
C 1.13 3.44 3.16
C 0.96 3.05 4.49
C 0.15 1.96 4.77
C -0.47 1.25 3.77
H 0.65 3.06 1.11
H 1.77 4.29 2.92
H 1.47 3.58 5.28
H 0.01 1.66 5.80
H -1.10 0.40 3.98
S -2.74 -7.53 -0.83
C -2.04 -6.02 -0.70
S -2.82 -4.61 -1.39
C -1.48 -3.59 -0.74
N -0.60 -4.30 -0.13
N -0.87 -5.64 -0.10
C 0.09 -6.43 0.51
C 1.21 -5.80 1.09
C 2.18 -6.53 1.73
C 2.08 -7.92 1.83
C 0.99 -8.55 1.24
C 0.01 -7.83 0.59
S -1.43 -1.95 -1.07
H 1.28 -4.73 1.01
H 3.02 -6.02 2.17
H 2.83 -8.49 2.36
H 0.90 -9.63 1.29
H -0.82 -8.35 0.14
```

Computed properties:
**Kohn-Sham gap (alpha / beta)**: 3.32 / 5.16 eV
**E**: -107800.1164 eV
**Charge**: -2
**Relative energy (zero: lowest compared OMol25 entry of this formula, charge and spin)**: 115.84 kJ/mol
**E_HOMO (alpha / beta)**: 0.69 / -1.15 eV
**2S+1**: 4

(9)
ORCA calculation (ωB97M-V/def2-TZVPD) on a cluster of 2 separate species, C2H7N2OS in total at a distorted geometry.

```
13
Properties=species:S:1:pos:R:3
C 0.76 0.15 -1.03
C -1.19 -0.65 0.31
N 0.77 0.96 -2.05
N -0.68 -0.81 1.52
O 1.93 0.05 -0.40
S -2.33 0.55 -0.12
H -1.15 -1.49 -0.38
H -0.04 1.11 -2.61
H 1.63 1.44 -2.33
H 1.90 -0.56 0.35
H -0.79 -0.11 2.24
H -0.21 -1.67 1.77
H -2.28 1.25 1.01
```

Computed properties:
**Kohn-Sham gap**: 8.97 eV
**E**: -18042.3409 eV
**Charge**: +1
**Relative energy (zero: lowest compared OMol25 entry of this formula, charge and spin)**: 120.23 kJ/mol
**E_HOMO**: -13.03 eV

(10)
ORCA calculation (ωB97M-V/def2-TZVPD) on a cluster of 14 separate species, C5H37NO15 in total at a distorted geometry.

```
58
Properties=species:S:1:pos:R:3
C 0.96 2.11 -0.30
N 1.86 2.14 -1.46
C 1.72 0.92 -2.24
O 0.52 1.01 -3.00
C 1.21 3.32 0.62
C 0.78 3.08 2.09
C 1.65 2.16 2.88
O 1.46 2.36 4.30
H 1.00 1.16 0.23
H -0.06 2.24 -0.67
H 1.54 2.90 -2.04
H 2.55 0.79 -2.94
H 1.63 0.01 -1.63
H 0.55 4.13 0.30
H 2.23 3.68 0.56
H -0.27 2.74 2.00
H 0.45 4.00 2.58
H 1.43 1.13 2.61
H 2.72 2.32 2.74
H -3.05 -2.13 -2.03
H -4.44 -1.78 -2.43
O -3.97 -2.40 -1.87
H 0.12 -1.10 -4.72
H 0.68 0.28 -3.84
O 1.03 -0.83 -4.53
H -3.17 2.09 -0.23
H -3.68 0.66 -0.67
O -3.60 1.58 -0.92
H 0.69 -0.64 1.82
H 0.64 1.87 4.46
O 0.01 -1.01 2.38
H -2.73 1.11 3.41
H -1.60 0.82 2.62
O -1.91 1.58 3.17
H -1.85 -2.81 1.21
H -0.53 -2.73 2.09
O -1.14 -3.33 1.60
H -1.71 0.69 0.66
H -0.80 -0.90 1.73
O -1.93 -0.20 0.94
H -2.17 0.30 -1.71
H -1.02 0.34 -2.73
O -1.91 -0.07 -2.57
H 1.81 -2.59 -1.19
H 0.71 -1.86 -0.26
O 1.55 -2.33 -0.29
H -3.22 -0.22 1.62
H -4.78 -0.39 1.79
O -3.99 -0.41 2.33
H 0.62 -4.66 1.34
H 1.55 -3.88 0.51
O 1.46 -4.80 0.88
H 1.35 -3.40 -3.78
H 1.19 -1.89 -3.56
O 1.38 -2.79 -3.04
H 4.35 -1.14 -0.73
H 4.86 -1.82 0.33
O 5.24 -1.42 -0.46
```

Computed properties:
**Kohn-Sham gap**: 8.36 eV
**E**: -37989.6058 eV
**Charge**: -2
**Relative energy (zero: lowest compared OMol25 entry of this formula, charge and spin)**: 178.81 kJ/mol
**E_HOMO**: -3.46 eV